Record 1
Computed, not measured: one molecule with the formula C18H25F3N2O5, with ωB97M-V/def2-TZVPD.

Geometry as XYZ:
```
53
Properties=species:S:1:pos:R:3:forces:R:3:nbo_charge:R:1
C -0.389 2.717 1.772 -0.26 0.14 -0.40 -0.63
C -0.966 2.718 0.260 -0.05 0.54 0.61 -0.42
C 0.130 2.245 -0.825 0.10 -0.85 -0.13 -0.46
C 1.045 1.009 -0.310 0.70 -2.66 0.75 0.04
C 0.335 -0.369 -0.171 4.66 0.53 -0.04 -0.07
C -1.224 -0.486 -0.485 -3.37 -0.55 3.38 0.78
O -2.011 -0.451 0.515 3.61 0.14 -3.96 -0.53
O -1.808 -0.676 -1.769 2.13 1.39 1.78 -0.53
C -2.743 0.385 -2.118 -1.76 0.90 -0.87 -0.11
C -4.263 0.129 -1.631 -0.12 0.70 0.57 0.07
C -4.941 1.495 -1.056 -0.17 -0.11 -0.12 -0.65
O -5.103 -0.305 -2.742 1.33 -0.22 0.10 -0.73
C 1.240 -1.589 0.288 0.20 1.79 -0.38 0.09
C 0.461 -2.991 0.365 -0.38 0.26 0.41 -0.47
C -0.337 -3.194 1.768 -0.71 -0.15 -0.36 -0.40
C -1.239 -4.545 1.638 0.57 0.71 -0.10 -0.62
C 2.776 -1.399 0.628 -4.40 2.11 -1.18 0.15
C 3.522 -2.703 1.113 1.71 -2.54 0.01 0.97
F 2.836 -3.413 2.171 1.39 2.21 -2.78 -0.33
F 4.849 -2.607 1.541 -3.51 0.32 -1.13 -0.27
F 3.532 -3.617 -0.012 -0.14 2.19 2.71 -0.33
N 3.320 -0.078 0.455 -2.91 -0.05 -0.75 -0.32
C 4.771 0.191 0.699 9.82 0.56 0.02 0.79
O 5.135 0.743 1.799 -3.41 -1.57 -2.86 -0.65
O 5.759 -0.145 -0.217 -6.78 0.83 3.16 -0.68
C 2.555 1.100 0.035 -2.01 -1.20 -0.18 0.29
C 3.239 2.569 -0.093 -0.92 0.52 0.39 -0.27
N 3.709 2.851 -1.505 -1.24 -0.20 0.31 -0.79
H -0.956 3.477 2.437 0.88 -1.34 -1.19 0.23
H -0.521 1.669 2.216 0.44 1.56 -0.54 0.23
H 0.716 3.033 1.746 -1.59 -0.59 0.23 0.21
H -1.239 3.807 0.005 0.31 -1.71 0.19 0.22
H -1.936 2.089 0.233 1.71 1.02 -0.05 0.22
H -0.384 1.847 -1.788 0.84 0.71 1.60 0.24
H 0.740 3.154 -1.154 -0.62 -1.47 0.60 0.24
H -2.739 0.446 -3.278 0.05 -0.27 1.95 0.21
H -2.448 1.428 -1.751 0.02 -1.74 -0.29 0.20
H -4.303 -0.634 -0.772 0.36 0.94 -1.47 0.20
H -5.404 1.311 -0.011 0.68 0.29 -1.87 0.23
H -5.748 1.851 -1.801 1.22 -0.70 1.29 0.24
H -4.198 2.359 -0.944 -0.89 -1.29 -0.16 0.20
H -4.571 -0.844 -3.378 -0.61 0.57 0.99 0.47
H 1.116 -3.911 0.197 -0.62 1.55 0.23 0.26
H -0.339 -3.013 -0.478 1.39 0.22 1.32 0.23
H -1.084 -2.332 1.912 1.41 -1.08 -0.10 0.22
H 0.375 -3.248 2.679 -1.12 0.09 -1.71 0.23
H -2.271 -4.311 1.174 1.69 -0.35 0.86 0.22
H -1.355 -4.984 2.691 0.03 0.39 -1.77 0.23
H -0.690 -5.250 0.920 -0.88 0.67 1.30 0.21
H 4.037 2.759 0.702 -0.92 -0.75 -1.32 0.27
H 2.401 3.350 0.109 1.08 -1.71 0.25 0.19
H 3.672 3.881 -1.676 0.19 -1.07 0.46 0.36
H 2.941 2.483 -2.104 0.88 0.28 0.25 0.34
```
Forces are in eV/Å.

The LUMO energy is -2.132 eV. The largest force on an atom is 9.832 eV Å⁻¹. Its HOMO-LUMO gap is 6.25 eV. The energy above the lowest of the compared OMol25 structures with the same formula, charge and spin is 8.682 eV.

Record 2
Computed, not measured: C5H5O4Yb as an isolated structure, with ωB97M-V/def2-TZVPD.

Geometry as XYZ:
```
15
Properties=species:S:1:pos:R:3:forces:R:3:mulliken_spin:R:1
O -0.201 2.039 -0.197 3.45 0.75 1.52 -0.12
C -0.916 1.068 -0.877 -1.06 -0.59 -0.90 -0.01
C -0.742 -0.349 -0.320 0.69 -1.14 0.26 0.02
O 0.321 -0.971 -0.567 -0.81 1.01 0.16 0.00
C 2.697 -0.119 0.168 1.28 1.41 1.30 -0.04
O 2.440 -0.018 1.411 -0.69 1.01 -0.94 -0.05
O 3.464 -1.181 -0.166 -1.08 0.03 -0.55 0.00
Yb 1.861 2.198 0.648 -2.71 -3.19 -1.32 2.21
H -0.623 1.007 -1.946 0.07 0.11 0.31 -0.01
H -2.002 1.300 -0.863 0.59 0.05 0.05 0.00
H 3.206 -1.931 0.402 0.20 0.23 0.22 0.00
C -1.785 -0.974 0.497 0.01 0.21 0.05 -0.01
C -3.072 -0.555 0.706 0.18 -0.01 -0.07 0.00
H -1.417 -1.908 0.957 -0.10 0.24 -0.24 0.00
H -3.231 0.393 0.147 -0.02 -0.11 0.13 0.00
```
Forces are in eV/Å.

As for the net charge: -1. The LUMO energy (spin up / spin down) is 2.194 / 0.790 eV. The largest force on an atom is 4.391 eV Å⁻¹. Its HOMO-LUMO gap (spin up / spin down) is 4.84 / 3.42 eV. The spin multiplicity is 3. The expectation value of S² is 2.00.

Record 3
Computed, not measured: one molecule with the formula C6H5NO, with ωB97M-V/def2-TZVPD.

Geometry as XYZ:
```
13
Properties=species:S:1:pos:R:3:forces:R:3:nbo_charge:R:1
O -0.251 2.929 0.717 1.12 -2.83 -1.36 -0.53
C -0.015 1.734 0.414 -3.08 2.05 -0.71 0.60
C -1.011 1.044 -0.550 -2.94 -1.62 -0.12 -0.21
C -1.230 -0.283 -0.985 3.25 1.23 2.40 -0.22
C -0.170 -1.272 -0.710 4.49 1.93 1.13 -0.17
C 1.138 -1.193 -0.111 -2.80 3.08 2.69 -0.24
C 1.327 -0.161 1.077 -0.49 -2.39 0.14 0.17
N 0.757 0.950 1.169 1.25 0.58 1.70 -0.49
H -1.973 1.614 -0.586 1.18 0.09 -0.36 0.22
H -2.111 -0.730 -1.457 0.14 0.93 0.17 0.24
H -0.120 -2.189 -1.148 -1.13 -2.55 -1.73 0.21
H 1.927 -1.920 -0.012 -0.53 -0.84 -0.76 0.22
H 1.733 -0.524 2.183 -0.46 0.33 -3.20 0.20
```
Forces are in eV/Å.

The LUMO energy is -0.853 eV. The largest force on an atom is 5.020 eV Å⁻¹. Its HOMO-LUMO gap is 8.46 eV. The energy above the lowest of the compared OMol25 structures with the same formula, charge and spin is 2.648 eV. Its SMILES is O=c1cccccn1.

Record 4
Computed, not measured: one molecule with the formula C5H4O3, with ωB97M-V/def2-TZVPD.

Geometry as XYZ:
```
12
Properties=species:S:1:pos:R:3:forces:R:3:nbo_charge:R:1
O 1.737 -0.385 -1.175 -0.66 0.88 0.33 -0.63
C 0.529 -0.312 -0.900 3.07 -1.99 -0.51 0.75
O -0.338 -1.127 -1.538 -1.26 1.56 -0.45 -0.44
C -1.600 -0.683 -1.092 -0.96 -0.68 3.90 0.05
C -1.419 0.077 0.091 -3.84 -0.95 -1.90 -0.24
C -0.075 0.333 0.218 4.12 0.71 1.47 -0.38
C 0.831 0.670 1.248 -1.67 1.69 1.54 0.35
O 2.139 0.685 1.218 0.07 -0.37 -4.27 -0.63
H -2.497 -1.367 -1.242 1.49 1.26 -0.43 0.22
H -2.201 0.448 0.777 0.39 -0.43 -0.75 0.24
H 0.538 1.124 2.269 -0.30 -1.18 -1.66 0.19
H 2.357 0.538 0.127 -0.44 -0.50 2.74 0.53
```
Forces are in eV/Å.

The LUMO energy is -0.139 eV. The largest force on an atom is 4.430 eV Å⁻¹. Its HOMO-LUMO gap is 8.28 eV. The energy above the lowest of the compared OMol25 structures with the same formula, charge and spin is 2.203 eV. Its SMILES is O=C1OC=C/C1=C/O.

Record 5
Computed, not measured: a 9-piece molecular cluster, C27H78N6O9 overall, with ωB97M-V/def2-TZVPD.

Geometry as XYZ:
```
120
Properties=species:S:1:pos:R:3:forces:R:3:lowdin_charge:R:1
C -0.763 -0.911 1.787 0.69 -1.03 1.23 -0.15
O -0.304 -0.885 0.469 -1.11 1.20 -0.67 -0.16
C -0.362 0.506 0.071 1.40 0.08 -0.40 -0.19
C -0.084 0.702 -1.436 -0.25 0.00 -0.53 -0.43
C 1.364 0.412 -1.808 -0.35 -1.16 1.05 -0.05
N -0.460 2.036 -1.908 -0.02 0.72 1.06 0.03
H -0.213 -0.194 2.398 -0.20 0.55 0.05 0.09
H -0.489 -1.850 2.268 -0.02 -0.38 -0.41 0.09
H -1.838 -0.811 1.934 -0.16 0.37 -0.37 0.09
H -1.249 1.054 0.389 -0.63 -0.50 -0.16 0.12
H 0.428 0.960 0.669 0.33 0.51 -0.17 0.12
H -0.765 0.039 -1.970 0.25 -0.86 0.09 0.13
H 1.496 -0.635 -1.536 0.19 -0.32 -0.48 0.08
H 2.067 0.879 -1.117 -0.03 0.69 -0.32 0.08
H 1.604 0.560 -2.861 -0.01 0.12 0.15 0.08
H -0.285 2.152 -2.896 0.16 -0.21 -0.05 0.07
H -1.458 2.131 -1.784 -0.24 0.32 -0.04 0.06
C -2.848 -1.818 -6.664 -0.02 -0.42 1.28 -0.14
O -1.569 -1.892 -7.200 1.55 -0.13 0.54 -0.20
C -1.237 -1.035 -8.282 -0.26 1.04 1.29 -0.19
C 0.298 -0.717 -8.330 -0.89 0.11 -2.98 -0.38
C 0.616 0.423 -9.350 -1.66 0.57 0.66 -0.07
N 0.973 -1.875 -8.939 0.59 -0.08 1.99 0.02
H -2.806 -2.248 -5.663 0.23 -0.99 -0.12 0.08
H -3.557 -2.392 -7.260 -0.40 0.45 -0.06 0.09
H -3.167 -0.848 -6.283 -0.20 0.79 -1.25 0.09
H -1.685 -1.545 -9.135 0.44 0.61 -0.80 0.13
H -1.707 -0.080 -8.047 -0.49 0.27 -0.52 0.11
H 0.566 -0.423 -7.316 0.54 -0.51 -0.06 0.14
H 1.644 0.757 -9.491 0.07 -0.51 0.51 0.07
H 0.013 1.288 -9.071 0.14 0.40 0.06 0.06
H 0.229 0.173 -10.338 0.07 -0.38 -0.09 0.07
H 0.396 -2.163 -9.716 -0.01 -0.15 -0.12 0.06
H 0.846 -2.551 -8.199 0.30 -1.05 -0.32 0.06
C -6.319 -5.315 7.282 0.19 0.19 -0.91 -0.10
O -7.253 -5.494 6.229 -0.79 -1.07 0.15 -0.20
C -7.678 -4.321 5.569 1.66 0.94 -0.79 -0.18
C -6.469 -3.536 4.943 0.14 0.11 1.15 -0.46
C -6.828 -2.233 4.211 -0.52 -1.78 -0.18 -0.06
N -5.606 -4.438 4.152 -1.57 0.73 -0.30 0.05
H -6.667 -4.573 8.001 0.32 0.42 -0.12 0.09
H -5.400 -5.100 6.736 0.54 0.73 0.93 0.07
H -6.085 -6.210 7.858 -0.71 -0.42 -0.40 0.09
H -8.286 -4.572 4.700 -0.30 -0.52 0.33 0.13
H -8.232 -3.682 6.257 -0.11 0.21 0.04 0.12
H -5.794 -3.208 5.732 -0.44 0.27 0.80 0.10
H -7.299 -2.514 3.269 0.01 0.19 -0.25 0.08
H -5.902 -1.696 4.006 -0.32 0.41 0.14 0.07
H -7.588 -1.718 4.799 0.42 0.50 0.00 0.08
H -5.293 -5.118 4.830 0.67 -0.17 -0.44 0.05
H -4.897 -3.782 3.858 0.83 -0.71 -0.14 0.06
C -3.105 -0.508 7.770 -0.64 0.81 0.28 -0.09
O -4.255 0.358 7.872 0.64 0.15 0.66 -0.20
C -4.033 1.505 8.717 -0.33 -0.33 0.09 -0.20
C -5.377 2.198 9.028 0.22 0.07 -1.81 -0.43
C -5.977 2.742 7.716 -0.23 -1.39 -0.03 -0.07
N -5.348 3.417 9.819 1.01 -0.19 0.56 0.03
H -2.349 -0.072 7.115 -0.13 -0.15 -0.51 0.08
H -3.488 -1.476 7.447 0.27 0.14 -0.22 0.08
H -2.574 -0.627 8.714 -0.31 -0.09 0.41 0.08
H -3.580 1.174 9.652 0.20 -0.08 0.20 0.11
H -3.358 2.213 8.237 0.22 0.15 -0.18 0.12
H -6.020 1.406 9.412 -0.25 0.29 0.32 0.14
H -5.882 1.978 6.944 -0.50 -0.09 -0.06 0.07
H -5.461 3.607 7.301 0.08 0.22 0.45 0.08
H -7.011 2.970 7.974 -0.02 0.19 -0.60 0.08
H -4.836 3.348 10.687 -0.12 -0.50 0.55 0.07
H -4.716 3.988 9.276 -0.12 0.76 -0.11 0.06
C 5.758 4.274 -4.413 0.11 -0.40 -0.08 -0.10
O 6.730 4.445 -3.368 -1.01 -0.16 -0.06 -0.17
C 8.045 4.020 -3.623 1.17 0.11 -1.15 -0.21
C 8.366 2.504 -3.698 -1.98 0.80 -0.38 -0.49
C 7.742 1.805 -2.533 -0.34 -1.48 0.34 -0.06
N 9.739 2.231 -3.813 2.41 0.05 0.60 0.03
H 5.299 3.286 -4.430 0.46 -0.48 0.09 0.08
H 6.142 4.483 -5.412 0.47 -0.03 -0.02 0.08
H 4.871 4.902 -4.326 0.44 0.61 0.75 0.08
H 8.355 4.432 -4.583 0.03 0.16 -0.48 0.11
H 8.741 4.502 -2.936 -0.39 -0.07 0.60 0.13
H 7.903 2.157 -4.622 -0.86 -0.17 -0.08 0.13
H 8.190 1.957 -1.551 -0.04 0.88 -0.07 0.09
H 7.863 0.725 -2.616 -0.02 -0.29 -0.42 0.07
H 6.664 1.961 -2.541 0.07 0.25 0.34 0.08
H 9.946 1.243 -3.862 -0.20 -0.05 0.14 0.08
H 10.245 2.659 -4.575 -0.35 0.28 -0.11 0.08
C 4.150 -2.867 3.664 -0.54 1.98 1.07 -0.15
O 5.046 -3.004 2.640 0.24 -0.92 -1.21 -0.17
C 5.107 -4.366 2.271 1.81 -0.16 -1.49 -0.21
C 5.744 -4.473 0.885 -0.09 0.59 -1.82 -0.45
C 4.947 -3.679 -0.107 -1.56 0.75 -0.13 -0.09
N 5.626 -5.819 0.320 0.18 -0.95 1.67 0.02
H 3.136 -3.134 3.367 -0.07 -0.66 0.29 0.09
H 4.083 -1.799 3.873 0.02 0.23 0.00 0.09
H 4.534 -3.277 4.598 -0.40 -0.69 0.10 0.09
H 5.812 -4.862 2.938 -0.48 -0.50 0.59 0.13
H 4.148 -4.864 2.128 -0.31 0.08 0.70 0.13
H 6.782 -4.141 0.865 0.18 0.20 0.45 0.14
H 4.922 -2.600 0.043 0.49 0.00 -0.32 0.08
H 3.907 -3.977 0.024 -0.32 -0.06 0.32 0.08
H 5.070 -4.016 -1.137 0.78 0.49 -0.08 0.08
H 6.010 -6.417 1.038 -0.01 -0.77 0.03 0.06
H 6.229 -5.976 -0.475 0.06 0.42 -0.19 0.07
C -4.687 0.670 -1.193 -1.38 -1.40 -0.25 -0.19
O -4.545 1.844 -1.907 0.90 1.78 -0.23 -0.12
H -5.663 0.368 -1.573 -0.08 -1.45 0.62 0.08
H -3.936 -0.073 -1.461 0.08 0.18 -0.05 0.08
H -4.759 0.746 -0.108 0.26 0.36 0.15 0.08
H -5.439 2.192 -1.943 0.30 0.51 -0.23 0.08
C 2.664 4.978 0.081 1.93 -0.20 0.17 -0.22
O 1.311 5.108 0.017 -2.02 -0.15 0.02 -0.11
H 3.062 5.648 0.843 0.08 0.24 -0.28 0.08
H 2.973 3.977 0.384 0.08 -0.29 0.09 0.07
H 3.084 5.155 -0.908 0.59 0.30 0.05 0.08
H 1.038 4.358 -0.516 -0.74 -0.01 -0.10 0.06
C 0.731 5.515 -7.642 1.87 0.76 -0.24 -0.22
O -0.526 5.052 -7.708 -3.39 -1.43 0.25 -0.11
H 0.696 6.601 -7.739 0.73 0.25 -0.17 0.08
H 1.236 5.246 -6.715 0.29 -0.03 0.11 0.08
H 1.215 5.028 -8.488 0.61 0.45 0.08 0.09
H -1.037 5.360 -6.956 -0.10 -0.01 -0.03 0.09
```
Forces are in eV/Å.

The LUMO energy is 0.184 eV. The largest force on an atom is 3.689 eV Å⁻¹. Its HOMO-LUMO gap is 9.17 eV. The energy above the lowest of the compared OMol25 structures with the same formula, charge and spin is 5.858 eV. Its SMILES is COC[C@H](C)N.COC[C@H](C)N.COC[C@H](C)N.COC[C@H](C)N.COC[C@H](C)N.COC[C@H](C)N.CO.CO.CO.